Computed, not measured: a cluster of 6 separate species, C14H37BrN11O5 in total, with ωB97M-V with the def2-TZVPD basis set.

- multiplicity = 1
- HOMO (eV) = -11.35
- total charge = +1
- largest force on an atom (eV/Å) = 1.223
- frontier orbital gap (hartree) = 0.2295

Bonds (Å) are listed after each position.
Atoms and positions in Å:
1 C 0.40118 -0.25750 0.61690  C2 1.195, H12 1.077
2 C -0.21074 -0.87928 -0.20041  C1 1.195, N3 1.402
3 N -1.08227 -1.57390 -1.05107  C2 1.402, Br4 1.922, C5 1.546, C8 1.543
4 Br -1.72535 -0.29752 -2.33657  N3 1.922
5 C -2.31257 -2.15196 -0.31365  N3 1.546, C6 1.521, H13 1.087, H14 1.088
6 C -2.74083 -1.41361 0.94576  C5 1.521, C7 1.537, H15 1.093, H16 1.091
7 C -2.08207 -1.94155 2.23053  C6 1.537, H17 1.088, H18 1.089, H19 1.090
8 C -0.29441 -2.73820 -1.68621  N3 1.543, C9 1.521, H20 1.090, H21 1.088
9 C 0.41800 -2.47328 -3.00394  C8 1.521, C10 1.542, C11 1.567, H22 1.090
10 C 1.52487 -1.40467 -2.90116  C9 1.542, H23 1.088, H24 1.090, H25 1.092
11 C 1.04665 -3.85424 -3.39427  C9 1.567, H26 1.090, H27 1.083, H28 1.092
12 H 1.13349 0.10507 1.31790  C1 1.077
13 H -3.12828 -2.11386 -1.03106  C5 1.087
14 H -2.14211 -3.20213 -0.08696  C5 1.088
15 H -3.81216 -1.60868 1.03907  C6 1.093
16 H -2.64708 -0.33118 0.85177  C6 1.091
17 H -2.51686 -2.89566 2.52279  C7 1.088
18 H -2.21595 -1.22496 3.03952  C7 1.089
19 H -1.00767 -2.07316 2.10266  C7 1.090
20 H 0.46988 -2.99310 -0.95189  C8 1.090
21 H -0.94899 -3.60154 -1.78936  C8 1.088
22 H -0.28254 -2.24100 -3.80566  C9 1.090
23 H 2.30128 -1.58433 -3.64130  C10 1.088
24 H 1.98360 -1.37475 -1.91321  C10 1.090
25 H 1.12566 -0.41429 -3.13186  C10 1.092
26 H 0.35931 -4.38914 -4.04926  C11 1.090
27 H 2.00390 -3.72211 -3.88433  C11 1.083
28 H 1.16912 -4.47708 -2.50544  C11 1.092
29 C 3.77301 1.75904 1.81855  O30 1.228, N31 1.362, N32 1.361
30 O 3.29900 0.71492 1.38046  C29 1.228
31 N 4.90259 2.30848 1.29230  C29 1.362, H33 1.002, H34 1.003
32 N 3.21631 2.43892 2.85830  C29 1.361, H35 1.003, H36 1.002
33 H 5.31220 3.15747 1.63267  N31 1.002
34 H 5.33986 1.82644 0.52945  N31 1.003
35 H 2.37399 2.07953 3.26650  N32 1.003
36 H 3.58751 3.30115 3.20847  N32 1.002
37 C -0.41601 3.91958 3.77719  O38 1.223, N39 1.366, N40 1.364
38 O 0.77299 3.82107 3.50802  C37 1.223
39 N -0.98564 3.26279 4.83025  C37 1.366, H41 1.002, H42 1.003
40 N -1.26221 4.70247 3.04846  C37 1.364, H43 1.003, H44 1.002
41 H -1.95450 3.34674 5.07251  N39 1.002
42 H -0.38706 2.69646 5.40171  N39 1.003
43 H -0.87078 5.21032 2.27738  N40 1.003
44 H -2.23539 4.80972 3.26197  N40 1.002
45 C 0.05040 1.42565 -6.49920  O46 1.211, N47 1.374, N48 1.373
46 O 0.30716 2.03513 -7.51336  C45 1.211
47 N -0.31872 0.10263 -6.50567  C45 1.374, H49 1.001, H50 1.003
48 N 0.10741 2.00393 -5.25519  C45 1.373, H51 1.003, H52 1.000
49 H -0.52884 -0.41654 -5.67576  N47 1.001
50 H -0.37005 -0.35421 -7.39730  N47 1.003
51 H 0.37875 2.96843 -5.20732  N48 1.003
52 H -0.10581 1.51028 -4.41190  N48 1.000
53 C 5.50121 2.42088 6.78396  O54 1.214, N55 1.370, N56 1.371
54 O 6.08223 2.08008 7.79438  C53 1.214
55 N 5.17103 1.53668 5.79056  C53 1.370, H57 1.003, H58 1.003
56 N 5.12497 3.71990 6.55694  C53 1.371, H59 1.003, H60 1.001
57 H 4.69155 1.79671 4.94887  N55 1.003
58 H 5.42908 0.57808 5.93051  N55 1.003
59 H 5.35169 4.39271 7.26494  N56 1.003
60 H 4.63911 4.01982 5.73491  N56 1.001
61 C -6.16926 -2.97473 -2.38921  O62 1.222, N63 1.370, N64 1.359
62 O -5.70608 -3.47520 -1.37535  C61 1.222
63 N -5.51331 -1.95379 -3.02559  C61 1.370, H65 1.002, H66 0.998
64 N -7.33768 -3.37849 -2.95319  C61 1.359, H67 1.003, H68 1.002
65 H -5.83061 -1.49809 -3.86024  N63 1.002
66 H -4.65330 -1.67274 -2.60348  N63 0.998
67 H -7.83331 -4.12491 -2.50157  N64 1.003
68 H -7.72053 -2.96971 -3.78424  N64 1.002

These are the Mulliken partial charges, in e, on atoms 1 to 4: 1.03 -1.82 0.39 0.07